Record 1
This record from the OMol25 dataset describes a structure of composition C21H35BeCl2N4O3S at a distorted geometry. The level of theory is ωB97M-V/def2-TZVPD.

The geometry in ORCA input format:
```
! wB97M-V def2-TZVPD RIJCOSX def2/J DEFGRID3
* xyz -1 1
Cl 0.123 -1.123 1.799
Cl 0.456 2.131 0.989
S -2.298 0.835 1.124
O 0.862 -0.216 -1.130
O -1.383 1.435 -1.476
O -1.604 -1.315 -0.888
N -2.332 1.235 3.712
N -3.385 -0.818 2.846
N -1.963 1.799 -3.640
N -0.497 -3.314 -0.928
C 4.071 -2.390 0.355
C 1.258 2.754 -1.359
C 2.707 1.936 0.530
C -0.951 -2.195 -1.475
C -2.517 3.110 -3.377
C -3.390 -0.303 5.268
C 2.104 0.393 -1.342
C 2.081 1.740 -0.633
C -2.541 0.315 2.645
C -4.057 -1.057 4.113
C 5.367 -2.120 -0.065
C -3.167 1.157 4.895
C 2.734 3.177 1.356
C 3.241 -0.503 -0.908
C -1.106 -3.875 0.266
C 4.541 -0.249 -1.334
C 5.597 -1.049 -0.920
C 0.767 -3.885 -1.338
C 3.020 -1.591 -0.071
C -2.003 1.318 -5.004
C -1.362 1.104 -2.674
Be -0.522 0.255 0.044
H -3.708 -1.350 2.024
H 2.246 0.596 -2.410
H 2.005 -1.804 0.230
H -0.821 0.219 -3.004
H 2.316 2.993 2.349
H -1.542 0.339 -5.045
H 1.559 3.780 -1.160
H 3.290 1.114 0.931
H 0.206 2.642 -1.103
H -2.188 3.458 -2.403
H 6.602 -0.835 -1.262
H -3.606 3.075 -3.395
H -0.722 -2.102 -2.545
H -3.035 1.248 -5.348
H -4.017 -0.384 6.181
H -5.117 -0.733 4.003
H -1.381 -4.913 0.080
H 3.881 -3.225 1.018
H -0.392 -3.828 1.084
H -1.464 2.001 -5.663
H -2.669 1.685 5.736
H 0.612 -4.869 -1.778
H -2.172 3.824 -4.124
H 4.724 0.588 -1.997
H 1.328 2.592 -2.437
H 1.248 -3.244 -2.071
H 1.422 -3.984 -0.471
H -2.398 -0.759 5.474
H -4.048 -2.141 4.350
H 6.190 -2.740 0.265
H 2.116 3.961 0.910
H -1.936 2.158 3.477
H 3.733 3.582 1.492
H -1.976 -3.291 0.538
H -4.138 1.655 4.693
*
```

Mulliken population analysis, charges in e, atoms 1 to 6: atom 1 (Cl): -0.626, atom 2 (Cl): -0.548, atom 3 (S): -0.303, atom 4 (O): 0.116, atom 5 (O): -0.653, atom 6 (O): -0.587

=====

Record 2
This record from the OMol25 dataset describes a structure of composition C21H35Cl2N4O3SSr at a distorted geometry. The level of theory is ωB97M-V/def2-TZVPD.

The geometry in ORCA input format:
```
! wB97M-V def2-TZVPD RIJCOSX def2/J DEFGRID3
* xyz -1 1
Sr -0.130 -0.567 0.684
Cl 0.317 -3.053 -0.414
Cl 1.215 0.871 2.592
S -2.630 -0.838 2.061
O -1.522 -0.177 -1.522
O -0.829 2.042 0.156
O 0.808 -4.900 1.426
N -3.860 1.422 1.446
N -0.245 4.252 0.003
N -2.922 -1.546 -2.711
N -2.162 1.655 2.987
C 2.352 2.026 -3.421
C -2.122 -1.263 -1.692
C 2.658 -6.346 2.095
C -2.871 0.858 2.163
C -4.373 2.779 1.628
C 4.580 -7.765 2.550
C -2.437 3.084 3.148
C -3.775 -2.731 -2.754
C 0.736 5.321 0.165
C 4.698 -7.209 3.829
C 0.013 2.973 0.299
C 1.870 0.386 -1.567
C -1.557 4.653 -0.479
C 3.771 -6.248 4.247
C -3.922 3.342 2.957
C -3.032 -0.625 -3.831
C 2.750 -5.828 3.392
C 1.477 1.318 -2.376
C 1.596 -5.796 1.167
C 2.996 -0.425 -1.157
C 3.558 -7.346 1.693
H 1.957 1.848 -4.437
H -2.793 -1.147 -4.768
H 0.875 5.877 -0.779
H 5.297 -8.517 2.223
H 5.505 -7.522 4.493
H 3.161 -0.310 -0.070
H -2.144 3.752 -0.674
H -4.119 4.417 2.998
H -4.035 3.400 0.787
H -1.984 -2.067 -0.952
H -4.250 0.820 0.725
H 3.944 -0.212 -1.672
H 3.454 -7.790 0.703
H -1.836 3.674 2.434
H -1.271 1.284 3.323
H 1.007 2.743 0.684
H -4.474 2.857 3.770
H -4.054 -0.226 -3.898
H -1.452 5.242 -1.402
H -2.066 5.280 0.273
H 3.378 1.621 -3.362
H -3.560 -3.348 -3.641
H -2.322 0.182 -3.649
H -4.841 -2.455 -2.789
H -3.588 -3.326 -1.851
H 1.572 -6.279 0.162
H -5.464 2.732 1.575
H 3.848 -5.810 5.240
H 2.021 -5.087 3.724
H 2.397 3.122 -3.262
H 0.416 6.050 0.931
H 2.744 -1.489 -1.296
H -2.114 3.365 4.155
H 0.448 1.708 -2.384
H 1.696 4.886 0.472
*
```

Mulliken population analysis, charges in e, atoms 1 to 6: atom 1 (Sr): 1.062, atom 2 (Cl): -0.795, atom 3 (Cl): -0.804, atom 4 (S): -0.403, atom 5 (O): -0.654, atom 6 (O): -0.196

=====

Record 3
This record from the OMol25 dataset describes a structure of composition C21H35CsN5O2S2Si at a distorted geometry. The level of theory is ωB97M-V/def2-TZVPD.

Energy relative to the best compared isomer or geometry (same formula, charge and spin) = 30.7 kcal/mol

The geometry in ORCA input format:
```
! wB97M-V def2-TZVPD RIJCOSX def2/J DEFGRID3
* xyz -2 2
Cs -0.994 0.849 0.318
S 0.480 3.830 0.207
S 0.783 2.083 2.896
Si -1.377 -4.965 0.226
O -3.741 0.624 -0.032
O -0.970 3.372 0.158
N 1.054 1.134 -2.310
N 3.063 1.515 1.353
N -4.948 0.247 0.059
N 3.325 1.761 3.598
N 2.304 1.397 0.192
C -5.252 -0.860 0.787
C -7.575 -0.614 0.250
C -1.069 -3.230 0.194
C -3.019 -5.393 1.098
C 2.442 1.249 -2.192
C -6.557 -1.296 0.890
C 2.660 0.958 -4.606
C 1.253 0.804 -4.704
C 2.463 1.740 2.472
C 3.234 1.174 -3.387
C 0.548 0.905 -3.511
C 0.432 5.373 1.099
C -7.248 0.503 -0.497
C 4.556 1.538 -0.874
C 5.767 1.897 3.218
C -0.170 -6.170 1.104
C 3.050 1.393 -0.911
C -1.489 -5.722 -1.513
C -5.935 0.918 -0.587
C 0.777 4.495 -1.416
C 4.569 1.022 3.570
H -5.580 1.769 -1.147
H 4.498 0.212 2.838
H 0.729 3.642 -2.095
H 1.784 4.915 -1.447
H -0.053 -5.888 2.156
H -0.558 -5.549 -2.063
H -3.013 -5.011 2.125
H -0.538 0.797 -3.543
H 3.288 0.893 -5.491
H -3.854 -4.920 0.573
H 1.387 5.886 0.972
H -0.396 5.969 0.708
H 5.057 0.613 -1.184
H 4.309 1.269 -3.320
H -7.998 1.071 -1.029
H 2.787 1.685 4.444
H 4.881 1.774 0.134
H 5.948 2.643 3.996
H -0.516 -7.212 1.059
H 0.017 5.242 -1.657
H 0.288 5.108 2.145
H -1.132 -2.691 1.144
H 5.563 2.418 2.283
H -1.665 -6.804 -1.476
H 4.894 2.325 -1.555
H -0.283 -2.833 -0.450
H -3.191 -6.476 1.142
H -6.747 -2.188 1.471
H -8.600 -0.952 0.322
H -4.388 -1.342 1.220
H 0.821 -6.112 0.643
H 4.716 0.572 4.558
H 6.675 1.299 3.091
H -2.296 -5.249 -2.079
H 0.748 0.597 -5.637
*
```

Mulliken population analysis, charges in e, atoms 1 to 6: atom 1 (Cs): 1.243, atom 2 (S): 0.819, atom 3 (S): -0.678, atom 4 (Si): 0.158, atom 5 (O): -0.520, atom 6 (O): -0.931

=====

Record 4
This record from the OMol25 dataset describes a structure of composition C21H35GdN7O4. The level of theory is ωB97M-V/def2-TZVPD.

Energy relative to the best compared isomer or geometry (same formula, charge and spin) = 0.0 kcal/mol

The geometry in ORCA input format:
```
! wB97M-V def2-TZVPD RIJCOSX def2/J DEFGRID3
* xyz 3 8
Gd -0.120 -0.112 -0.087
O 0.679 -2.531 -0.269
O -2.603 -0.601 -0.200
O -0.913 -1.490 -2.158
O -0.994 -1.673 1.728
N 1.887 0.145 -1.360
N 4.104 0.093 -2.062
N -0.884 1.872 1.436
N 3.911 -0.023 2.446
N 1.754 0.040 1.515
N 3.658 -0.122 0.160
N -0.918 1.851 -1.353
C 0.738 -3.152 1.018
C 3.418 0.039 3.814
C -1.628 2.830 -0.712
C -0.048 -2.563 -2.543
C -2.381 -1.456 2.009
C -1.718 2.813 0.704
C -3.240 4.693 0.642
C -0.848 1.914 -2.679
C -2.314 3.858 -1.422
C -1.433 2.922 -3.448
C -2.176 3.892 -2.823
C 3.160 0.059 -1.106
C 0.301 -3.426 -1.326
C 5.356 -0.048 2.262
C -0.629 -3.066 1.701
C -2.544 3.702 1.350
C 3.058 -0.020 1.407
C -3.204 -1.526 0.722
C -3.094 -0.749 -1.536
C -3.099 4.793 -0.715
C -2.304 -1.828 -2.278
H 4.662 -0.243 0.195
H 3.054 1.040 4.059
H -1.312 2.919 -4.518
H -4.247 -1.252 0.919
H -0.552 -4.042 -1.018
H -1.371 -3.645 1.140
H 1.075 -4.191 0.945
H -2.490 -2.819 -1.846
H 1.758 0.295 -2.363
H -2.665 4.673 -3.385
H 1.467 -2.574 1.597
H -3.591 5.576 -1.269
H 0.013 2.356 1.594
H 0.859 -2.096 -2.937
H -4.160 -0.984 -1.532
H -1.293 1.777 2.370
H -3.863 5.390 1.182
H 5.833 0.001 3.236
H 5.693 -0.977 1.795
H -2.951 0.222 -2.019
H -0.492 -3.180 -3.330
H 4.234 -0.195 4.491
H -0.583 -3.459 2.722
H -2.450 -0.444 2.422
H -2.595 -1.851 -3.335
H 3.856 0.252 -3.025
H -2.647 3.661 2.425
H -3.192 -2.542 0.311
H -0.303 1.119 -3.177
H 5.090 0.098 -1.855
H 1.505 0.127 2.502
H 1.137 -4.090 -1.569
H -2.745 -2.171 2.752
H 2.632 -0.698 3.994
H 5.703 0.816 1.690
*
```

Mulliken population analysis, charges in e, atoms 1 to 6: atom 1 (Gd): 0.649, atom 2 (O): 0.034, atom 3 (O): 0.051, atom 4 (O): 0.162, atom 5 (O): -0.081, atom 6 (N): -0.202

=====

Record 5
This record from the OMol25 dataset describes a cluster of 3 separate species, C21H35NO10S in total at a distorted geometry. The level of theory is ωB97M-V/def2-TZVPD.

The geometry in ORCA input format:
```
! wB97M-V def2-TZVPD RIJCOSX def2/J DEFGRID3
* xyz 0 1
S -0.253 -4.515 0.985
O -5.755 -2.225 -2.253
O 3.657 3.783 -0.664
O 2.536 -6.072 -0.750
O 0.664 -5.461 1.554
O 3.078 6.497 0.559
O 6.325 -3.939 0.684
O -1.592 -4.936 0.683
O -6.061 -0.525 0.411
O 1.540 4.227 1.844
O -3.393 -1.768 -0.383
N 4.639 -5.400 -0.008
C -4.892 -3.221 -1.738
C 4.619 4.717 -0.211
C 2.932 -1.059 0.357
C 3.249 -5.209 -0.328
C 1.718 -3.095 -0.197
C 5.190 -4.122 0.350
C 1.709 4.194 3.243
C -5.496 -1.815 -3.574
C 1.749 -1.715 0.011
C 4.125 -1.757 0.510
C -6.549 -0.874 1.686
C 1.803 6.007 0.194
C 4.095 5.582 0.914
C 2.927 -3.775 -0.083
C -3.867 -0.462 -0.649
C 0.985 5.420 1.323
C 4.094 -3.123 0.271
C 3.502 3.693 -2.064
C 0.431 -3.805 -0.501
C -4.300 -2.863 -0.394
C -4.807 0.122 0.384
H -4.289 -0.379 -1.653
H 3.809 4.971 1.773
H 3.732 4.640 -2.560
H -7.150 -1.777 1.578
H 0.829 -1.149 -0.078
H -4.327 0.085 1.369
H 1.935 5.185 3.647
H 4.931 6.211 1.232
H -7.182 -0.082 2.100
H -5.075 -2.736 0.365
H -4.428 -1.858 -3.810
H 0.530 -4.614 -1.220
H 0.865 6.170 2.111
H 4.141 2.907 -2.480
H -3.692 -3.717 -0.085
H 1.860 5.315 -0.649
H -5.471 -4.142 -1.597
H 2.934 0.013 0.511
H -4.084 -3.437 -2.445
H -5.736 -1.083 2.388
H -2.969 0.163 -0.628
H 0.818 3.800 3.743
H -4.960 1.178 0.122
H 1.259 6.891 -0.150
H 4.959 5.356 -1.033
H 5.106 -5.740 -0.845
H -0.011 5.195 0.919
H 5.488 4.171 0.177
H -0.325 -3.083 -0.816
H 2.549 3.534 3.463
H 5.046 -1.264 0.786
H 2.462 3.440 -2.271
H -0.283 -3.460 1.840
H -5.828 -0.781 -3.674
H -6.045 -2.427 -4.298
*
```

Mulliken population analysis, charges in e, atoms 1 to 6: atom 1 (S): 0.937, atom 2 (O): -0.303, atom 3 (O): -0.259, atom 4 (O): -0.523, atom 5 (O): -0.588, atom 6 (O): -0.449

=====

Record 6
This record from the OMol25 dataset describes a cluster of 5 separate species, C21H35NO11 in total. The level of theory is ωB97M-V/def2-TZVPD.

Energy relative to the best compared isomer or geometry (same formula, charge and spin) = 7.9 kcal/mol

The geometry in ORCA input format:
```
! wB97M-V def2-TZVPD RIJCOSX def2/J DEFGRID3
* xyz 0 1
O 0.410 2.642 1.487
O -2.408 -1.808 2.905
O -0.988 -1.284 -3.114
O -1.130 -3.623 3.146
O -0.684 1.633 -0.167
O -5.285 3.966 -2.444
O 4.494 1.771 2.553
O -4.349 3.212 -4.329
O 3.520 -0.213 2.278
O -2.181 -2.280 -1.438
O -1.984 -3.230 -3.461
N -0.378 -0.495 -2.055
C 1.921 -2.400 -2.386
C 6.719 1.142 2.987
C 2.364 -1.054 -1.797
C 1.064 2.252 2.719
C 5.827 2.312 2.578
C 1.989 0.161 -2.641
C -2.799 1.659 -3.473
C 0.021 0.353 1.790
C -0.153 1.570 0.913
C -3.521 -3.860 2.669
C 0.480 0.479 -2.731
C -2.205 -3.154 2.932
C 4.525 0.425 2.397
C 5.965 -0.047 2.395
C -3.807 2.016 -2.384
C -3.802 -1.509 2.727
C -3.538 2.096 -4.734
C 0.379 0.958 3.143
C -4.397 -2.759 2.081
C -4.574 3.178 -2.992
C -1.742 -2.329 -2.725
H 6.055 -0.971 2.958
H 2.390 0.013 -3.646
H -3.360 -4.712 2.014
H 7.740 1.249 2.628
H -1.896 2.255 -3.342
H 2.491 1.039 -2.228
H 5.836 3.144 3.277
H -4.526 1.213 -2.200
H -2.549 -1.412 -1.236
H -3.900 -4.224 3.627
H 0.958 3.071 3.426
H -4.197 1.314 -5.117
H 1.025 0.324 3.746
H -3.362 2.314 -1.438
H -2.511 0.611 -3.501
H 6.745 1.060 4.074
H 2.727 -3.132 -2.338
H 2.118 2.096 2.503
H -5.459 -2.871 2.285
H 1.618 -2.298 -3.429
H 6.063 2.682 1.578
H -4.237 -1.301 3.707
H 0.846 -0.239 1.385
H 0.279 1.444 -2.272
H 6.248 -0.244 1.358
H -4.259 -2.718 0.999
H -3.877 -0.616 2.110
H 1.973 -0.941 -0.784
H 0.173 0.559 -3.776
H 3.452 -1.047 -1.703
H -0.527 1.174 3.712
H -0.878 -0.256 1.790
H 1.070 -2.812 -1.846
H -2.884 2.431 -5.535
H -1.138 0.017 -1.617
*
```

Mulliken population analysis, charges in e, atoms 1 to 6: atom 1 (O): -0.414, atom 2 (O): -0.327, atom 3 (O): -0.410, atom 4 (O): -0.585, atom 5 (O): -0.561, atom 6 (O): -0.574

=====

Record 7
This record from the OMol25 dataset describes a structure of composition C21H36CeCl2N3O4 at a distorted geometry. The level of theory is ωB97M-V/def2-TZVPD.

Energy relative to the best compared isomer or geometry (same formula, charge and spin) = 62.4 kcal/mol

The geometry in ORCA input format:
```
! wB97M-V def2-TZVPD RIJCOSX def2/J DEFGRID3
* xyz 0 2
Ce 0.958 -0.047 0.018
Cl 3.131 1.263 0.469
Cl 1.437 -2.474 0.906
O -1.360 -0.612 0.929
O -0.170 2.011 -0.429
O 0.641 0.592 2.392
O -1.135 -0.632 -2.050
N -1.088 3.764 -1.558
N -2.472 -1.088 2.808
N 1.493 0.736 4.489
C -0.370 -4.630 -3.085
C 2.341 -1.204 -1.878
C 0.562 -3.805 -5.176
C 1.840 1.077 -2.855
C 1.437 -0.247 -2.243
C -0.467 -3.317 -2.596
C 2.412 0.234 5.495
C -3.442 -0.807 3.848
C 1.447 0.206 3.270
C -2.108 4.263 -2.467
C -2.266 -0.311 1.726
C -0.044 -2.264 -3.408
C 0.743 1.940 4.798
C -3.146 0.883 1.534
C -1.051 2.493 -1.197
C 0.134 -4.874 -4.365
C 3.830 -1.075 -1.883
C -1.648 -2.270 2.957
C -0.158 4.755 -1.021
C -0.174 -0.825 -2.895
C 0.473 -2.503 -4.689
H 1.990 -2.211 -1.651
H -3.311 0.207 4.251
H -4.121 0.737 2.004
H 4.161 -0.030 -1.964
H 4.293 -1.672 -2.680
H -0.277 -0.160 -3.766
H -1.721 -2.906 2.065
H -3.303 -1.539 4.650
H 2.619 0.962 -3.637
H -2.667 3.397 -2.837
H 3.251 0.916 5.663
H 0.794 -1.640 -5.266
H -0.860 -3.112 -1.595
H 0.150 5.410 -1.842
H -1.999 -2.818 3.839
H -0.660 5.375 -0.267
H 2.797 -0.721 5.140
H 0.980 1.589 -3.306
H 0.204 -5.902 -4.717
H 0.018 2.158 4.018
H -0.697 -5.437 -2.427
H 4.209 -1.464 -0.933
H -2.666 1.781 1.947
H -3.291 1.043 0.465
H -1.834 1.838 -1.626
H 1.890 0.102 6.443
H 2.167 -0.595 3.057
H -1.644 4.800 -3.301
H 2.259 1.743 -2.078
H -0.596 -1.984 3.081
H -2.798 4.950 -1.960
H 0.711 4.262 -0.576
H 0.244 1.789 5.757
H 1.435 2.779 4.908
H -4.472 -0.890 3.473
H 0.964 -3.993 -6.177
*
```

Mulliken population analysis, charges in e, atoms 1 to 6: atom 1 (Ce): 0.431, atom 2 (Cl): -0.528, atom 3 (Cl): -0.520, atom 4 (O): -0.263, atom 5 (O): -0.502, atom 6 (O): -0.508

=====

no.,energy (a.u.)
1,-2599.298766
2,-2615.342747
3,-2351.312240
4,-2270.374231
5,-2026.384094
6,-1703.588180
7,-2682.636408